Entry 1:
Molecular formula: C42H47ClN2O12
Method: DFT, ωB97M-V/def2-TZVPD

* charge: 0
* LUMO: -0.351 eV
* energy above the lowest of the compared OMol25 structures with the same formula, charge and spin: 35.0 kcal per mole
* E: -3100.73214 Eh
* HOMO-LUMO gap: 6.77 eV

```
104
Properties=species:S:1:pos:R:3:forces:R:3:mulliken_charge:R:1
C -0.33932 -0.35606 -3.03929 3.3 1.8 3.4 -1.125
C -0.44552 -1.08017 -1.66475 1.5 -3.9 -3.4 -0.202
N -0.72240 -0.29535 -0.51838 2.1 3.1 2.7 1.228
C -1.88956 0.26362 -0.20140 -5.0 0.6 -2.0 -0.478
C -1.80675 1.13315 0.83615 0.2 -1.2 -0.6 -0.523
N -0.53459 1.14883 1.22944 2.6 -1.2 -1.9 0.786
C 0.17341 0.35931 0.34324 1.3 -1.3 0.9 -0.431
C 0.00383 1.86180 2.38226 6.7 -1.9 -2.6 -0.569
H -0.31632 -1.05761 -3.81719 -0.3 -0.5 -1.1 0.594
H 0.60702 0.33637 -3.00589 -1.3 -1.5 -0.4 -0.087
H -1.08070 0.33951 -2.93240 -2.6 1.6 -1.2 0.482
H 0.56969 -1.59694 -1.61998 -1.4 0.5 0.9 -0.112
H -1.20968 -1.94198 -1.94102 1.1 1.8 1.7 0.237
H -2.81876 0.22371 -0.87486 1.2 -0.6 0.8 -0.053
H -2.50611 1.61272 1.43093 -1.5 0.8 0.4 0.804
H 1.30194 0.12938 0.45912 -2.4 0.5 -0.3 -0.195
H 0.99123 2.55834 2.00714 -2.7 -2.2 1.1 -0.024
H 0.34585 1.07825 3.08949 -0.1 0.8 -0.2 0.090
H -0.60885 2.51405 2.79392 -3.4 2.7 1.7 0.466
Cl -4.69895 0.44966 -2.68551 0.6 0.1 0.1 -0.784
C -4.41765 -3.01623 2.21389 7.2 -5.3 -3.4 -0.921
C -4.21310 -4.46426 1.73739 -0.4 2.8 0.7 -0.585
C -2.86992 -4.92111 1.49390 -2.9 0.0 0.2 0.720
C -1.76100 -4.18188 1.78970 -3.6 5.0 1.3 -0.636
C -2.01886 -2.72741 2.22369 0.0 -4.2 -1.8 -0.437
C -3.26849 -2.12846 2.28245 -0.9 -3.3 0.7 0.278
O -3.38153 -0.85532 2.71910 3.1 -0.5 0.8 -0.401
O -2.78460 -6.21381 1.09300 3.2 -0.4 1.3 -0.541
H -5.31912 -2.77577 2.45038 -5.5 1.9 1.3 0.644
H -5.08415 -5.28770 1.54647 2.0 2.6 0.7 0.151
H -0.79311 -4.52322 1.80324 2.0 -0.9 -0.2 0.487
H -1.10370 -2.27335 2.45068 0.9 1.3 0.3 0.537
H -4.20004 -0.52926 2.50902 -3.3 1.3 -0.8 0.326
H -3.43288 -6.53696 0.52510 -2.0 -0.2 -1.3 0.315
C -1.85759 4.65147 4.34329 3.4 -2.5 2.2 -0.754
C -1.41434 3.50950 5.43925 -1.0 4.0 -2.8 -0.470
C -0.04089 3.36596 5.60399 0.3 1.0 -1.2 0.559
C 0.93426 4.20144 4.86825 -4.8 -0.8 0.3 -0.721
C 0.50931 5.13937 3.95253 3.2 -0.1 1.1 -0.217
C -0.80976 5.30955 3.60650 -2.2 -1.7 2.2 0.446
O -1.07565 6.18684 2.66155 1.4 1.9 -3.6 -0.617
O 0.35251 2.39590 6.46862 0.7 -0.7 0.8 -0.562
H -2.89738 4.93903 4.28793 0.0 -0.2 -0.3 0.453
H -2.21336 3.04757 6.09597 1.3 0.5 -1.1 0.393
H 1.92097 4.13471 5.08640 2.9 -0.4 0.8 0.507
H 1.35679 5.85438 3.62055 -1.8 -1.2 0.0 0.337
H -0.23557 6.33259 2.03986 -2.8 -0.5 2.1 0.331
H 1.27911 2.40910 6.78173 -0.7 0.5 -0.6 0.319
C 0.13638 4.02709 -5.42353 -0.7 -4.1 -2.6 -0.658
C -0.52654 2.78851 -5.71295 -3.2 1.7 1.4 -0.795
C -1.80376 2.64228 -5.07294 0.4 -2.4 0.5 0.317
C -2.26228 3.51875 -4.11942 1.0 2.2 0.5 -0.264
C -1.50053 4.71444 -3.85365 -1.3 -1.3 0.6 -0.464
C -0.28195 4.92444 -4.53098 0.3 2.9 2.3 0.616
O 0.56097 6.08358 -4.23401 -1.1 -1.0 -0.3 -0.570
O -2.49681 1.46839 -5.29533 5.3 2.3 -5.0 -0.532
H 0.88510 4.20956 -6.12570 1.8 0.7 -0.5 0.499
H -0.43785 2.04734 -6.50725 1.1 0.5 0.1 0.429
H -3.19302 3.31405 -3.56802 0.5 0.1 -0.4 0.343
H -2.02968 5.30279 -3.06735 1.3 0.2 -0.8 0.491
H 1.39377 6.16617 -4.75855 -1.3 -0.8 0.3 0.298
H -3.11656 1.14974 -4.75608 -4.3 -1.2 4.4 0.192
C 3.26648 3.05939 0.59363 -3.4 2.3 -0.7 -0.297
C 2.19494 4.18549 0.44905 4.6 -3.8 -0.9 -0.793
C 1.35953 4.13852 -0.68897 2.1 -3.2 2.7 0.308
C 1.33612 2.95350 -1.48185 4.8 1.9 3.8 -0.685
C 2.43564 2.03962 -1.42864 -5.0 0.2 -4.2 -0.881
C 3.27915 2.05119 -0.44708 4.7 1.5 5.6 1.051
O 4.39404 1.17835 -0.32202 -0.8 -1.1 -2.9 -0.606
O 0.39724 5.02675 -0.72502 1.5 2.7 1.9 -0.473
H 3.88183 3.02054 1.55197 -0.6 0.0 -1.8 0.283
H 2.36574 5.05698 1.05602 -0.5 0.1 0.3 0.619
H 0.56547 3.08197 -2.07608 -3.4 -1.0 -4.0 0.844
H 2.46849 1.29823 -2.23901 0.1 0.1 0.5 0.110
H 4.51131 0.71244 -1.24411 -0.3 1.2 2.7 0.358
H -0.19672 4.65329 -1.27844 -3.8 -1.0 -3.1 0.266
C 1.00111 -5.85218 -1.59818 -0.4 3.6 -6.2 -0.744
C 1.48284 -4.50650 -1.90485 -0.2 -2.9 -0.6 0.401
C 1.38735 -3.98342 -3.18770 -3.2 -3.7 0.3 -0.284
C 0.63707 -4.77695 -4.13105 -0.4 -0.4 -0.5 -0.310
C 0.09465 -6.07277 -3.88439 1.2 1.5 2.4 -0.757
C 0.32184 -6.62159 -2.53849 -0.4 0.9 -1.5 0.676
O -0.16346 -7.86652 -2.16021 0.3 0.9 -4.2 -0.536
O 1.69824 -2.71346 -3.43672 -5.1 0.3 -3.9 -0.459
H 1.09574 -6.26019 -0.72291 0.9 -1.9 5.2 0.734
H 2.11310 -4.04093 -1.18631 0.0 0.6 0.7 -0.149
H 0.39147 -4.37278 -5.14445 0.4 -0.1 1.1 0.299
H -0.58311 -6.46138 -4.64122 0.4 -0.4 0.4 0.391
H -0.20053 -7.87711 -1.25533 -0.2 -0.2 3.6 0.278
H 2.45735 -2.62103 -3.03818 6.6 1.7 3.2 0.338
C 3.28732 -2.17494 1.19115 1.1 -4.9 0.0 -0.257
C 3.05750 -3.76379 1.21434 -0.1 5.9 0.1 -1.264
C 2.14244 -4.17666 2.11312 -0.7 -1.7 1.0 0.322
C 1.57870 -3.36316 3.09483 -0.6 0.4 1.5 0.110
C 1.93703 -2.03516 3.16518 -1.9 1.3 1.8 -0.046
C 2.75742 -1.40629 2.23098 1.0 -0.4 -3.2 -0.114
O 2.79761 -0.03640 2.16484 -3.6 -1.8 3.9 -0.475
O 1.63441 -5.47674 2.16211 -5.9 6.3 -5.4 -0.466
H 4.09891 -1.95018 0.43206 -1.4 0.6 1.1 0.360
H 3.41993 -4.33142 0.39214 0.4 -0.5 -0.2 0.773
H 0.83701 -3.84194 3.85123 1.5 1.0 -1.5 0.300
H 1.43216 -1.36025 3.93961 0.9 -1.1 -1.1 0.278
H 3.38395 0.42155 1.66286 3.3 1.1 -2.7 0.310
H 2.13972 -6.01446 2.55640 6.2 -6.4 4.7 0.241
```
Forces are in eV/Å.

---

Entry 2:
Molecular formula: C5H8O
Method: DFT, ωB97M-V/def2-TZVPD

* charge: 0
* LUMO: 0.938 eV
* energy above the lowest of the compared OMol25 structures with the same formula, charge and spin: 42.9 kcal per mole
* E: -270.48955 Eh
* SMILES: CC(O)=C1CC1
* HOMO-LUMO gap: 9.36 eV

```
14
Properties=species:S:1:pos:R:3:forces:R:3:nbo_charge:R:1
C 0.72354 1.85699 0.50001 0.0 0.1 0.0 -0.658
C 0.29942 0.45083 0.78903 -0.1 0.0 -0.4 0.349
O 0.61536 0.05985 2.06076 0.0 -0.2 0.1 -0.678
C -0.26575 -0.35849 -0.09126 0.1 0.1 0.2 -0.171
C -0.69222 -0.58800 -1.46886 0.0 0.1 -0.2 -0.414
C -0.58414 -1.74170 -0.46664 0.0 -0.2 0.1 -0.435
H 1.77849 1.87210 0.20130 -0.1 0.0 0.1 0.223
H 0.13385 2.27404 -0.31944 0.1 -0.1 0.1 0.226
H 0.61814 2.48872 1.38593 0.0 -0.1 -0.1 0.225
H 0.29384 -0.84581 2.17293 0.1 0.1 0.0 0.481
H 0.03781 -0.53002 -2.27456 -0.1 -0.1 0.1 0.212
H -1.69940 -0.29067 -1.75863 0.2 0.0 0.1 0.214
H -1.50826 -2.21529 -0.13896 0.1 0.1 0.0 0.213
H 0.24932 -2.43255 -0.59160 -0.1 0.1 0.0 0.213
```
Forces are in eV/Å.

---

Entry 3:
Molecular formula: C36H37NP2PbS
Method: DFT, ωB97M-V/def2-TZVPD

* charge: 0
* LUMO (spin up / spin down): -1.093 / -1.182 eV
* energy above the lowest of the compared OMol25 structures with the same formula, charge and spin: 100.9 kcal per mole
* E: -2722.19706 Eh
* HOMO-LUMO gap (spin up / spin down): 4.26 / 5.17 eV

```
78
Properties=species:S:1:pos:R:3:forces:R:3:mulliken_charge:R:1
Pb -0.49918 3.09673 -2.99641 1.3 0.1 1.0 0.668
C -1.86694 1.43898 -5.92756 -0.7 -0.4 0.7 0.388
C -1.84292 0.14954 -5.51480 -1.2 0.8 -0.4 -0.244
C -1.26089 -0.99223 -6.27206 -0.2 -0.3 0.1 -0.483
C 0.04074 -0.72914 -7.02832 -0.2 -0.6 0.3 -1.592
C 0.97416 0.16764 -6.27785 1.1 -0.3 -0.4 -0.121
C 1.08391 1.48801 -6.38440 1.1 -0.2 -0.6 -0.883
C 0.15301 2.43008 -7.05627 0.0 0.2 -0.5 -0.779
C -1.29204 1.97214 -7.18526 -0.3 0.0 -0.3 -1.193
C 1.67756 0.02208 -0.09233 -0.8 1.0 -0.5 -1.544
H -2.41377 2.24258 -5.40084 0.2 -0.9 0.1 0.478
H -2.43298 -0.20761 -4.64390 0.6 0.7 -0.7 0.514
H -2.02582 -1.35920 -6.97330 0.1 -0.1 0.2 0.381
H -1.08109 -1.77908 -5.52278 -0.1 0.1 -0.4 -0.027
H 0.52662 -1.70798 -7.08982 0.1 0.1 -0.2 0.512
H -0.12284 -0.42950 -8.07158 0.0 0.3 0.4 0.378
H 1.76258 -0.38755 -5.73964 -0.3 0.5 -0.4 0.808
H 2.07710 1.92334 -6.20111 -0.8 -0.2 0.6 1.014
H 0.50807 2.61824 -8.07560 0.2 0.2 0.1 0.341
H 0.19766 3.39144 -6.51777 -0.1 -0.2 -0.2 0.203
H -1.89665 2.84770 -7.46572 0.2 -0.3 -0.2 0.491
H -1.42738 1.20903 -7.95284 0.2 0.3 -0.2 0.393
H 0.98721 0.90123 -0.18321 0.2 -0.8 0.5 0.362
H 2.46204 0.24286 0.62591 0.1 0.0 0.0 0.518
H 1.11792 -0.85625 0.24495 0.0 0.2 -0.3 0.499
P -1.47741 -0.85263 -1.61354 -0.4 0.6 0.2 0.990
P 2.31879 -0.12776 -1.77774 -2.5 -0.5 0.4 2.091
C -0.17901 -1.23689 -2.74984 -1.9 -1.5 -0.1 -1.121
C 1.08936 -0.73079 -2.89753 2.7 1.2 -0.1 -0.517
C -2.46898 -2.38721 -1.60498 -0.2 -0.7 0.3 -0.239
C -2.79416 -3.11792 -2.75786 -0.4 0.0 0.4 0.200
C -3.65754 -4.21529 -2.67999 0.3 0.0 0.0 -0.751
C -4.17949 -4.63012 -1.45204 0.4 0.6 0.3 -0.495
C -3.84494 -3.91816 -0.28355 0.1 -0.3 -0.8 -0.600
C -2.97527 -2.82181 -0.35989 -0.3 -0.1 -0.3 -0.346
C -2.78148 0.28743 -2.40693 0.7 1.0 -0.8 -0.096
C -2.39065 1.55646 -3.01631 -0.9 -1.0 0.4 0.958
C -3.31977 2.62543 -3.14128 -0.4 -0.4 0.0 0.105
C -4.67339 2.37682 -2.94718 -0.1 -0.7 0.4 -1.178
C -5.06702 1.07672 -2.60322 0.3 -0.3 0.1 -0.658
C -4.15250 0.05238 -2.30875 0.2 0.4 0.3 -0.724
C 3.71984 -1.20033 -1.61208 0.4 0.2 0.1 0.220
C 3.45462 -2.50731 -1.16231 0.4 0.3 -0.4 -0.648
C 4.54237 -3.33989 -0.93119 -0.1 0.2 0.0 -0.542
C 5.84200 -2.86174 -1.11526 -0.3 0.5 -0.1 -0.558
C 6.07495 -1.55539 -1.54891 -0.1 -0.1 0.0 -0.602
C 5.01234 -0.69605 -1.78939 -0.5 -0.5 -0.1 -0.516
C 2.77823 1.54158 -2.29009 1.0 0.1 0.3 0.233
C 3.11609 2.56840 -1.38305 0.1 -0.2 -0.7 -0.520
C 3.28626 3.85572 -1.89566 -0.2 0.1 0.3 -0.645
C 3.13925 4.11139 -3.25298 0.2 0.3 -0.3 -0.727
C 2.95697 3.07102 -4.14877 -0.1 -0.4 0.0 -0.426
C 2.77508 1.77755 -3.66646 0.0 0.3 0.1 -0.238
H -0.40346 -2.14297 -3.32686 0.1 0.4 -0.2 0.617
H 1.60726 -0.98830 -3.83039 -0.1 -0.1 0.3 0.256
H -2.39728 -2.80494 -3.72512 -0.2 -0.1 0.2 0.245
H -3.91286 -4.75248 -3.59221 0.0 0.1 0.2 0.391
H -4.82442 -5.50261 -1.40494 0.0 0.2 0.0 0.373
H -4.27585 -4.23673 0.66184 0.2 0.1 -0.1 0.422
H -2.71963 -2.28788 0.55603 0.0 0.0 -0.3 0.482
H -1.60525 1.39921 -3.83341 -0.5 0.2 1.3 -1.135
H -3.01165 3.66990 -3.33704 -0.2 -0.7 -0.6 0.338
H -5.44257 3.12325 -3.14164 0.4 0.0 0.3 0.372
H -6.11573 0.82760 -2.51837 -0.1 0.1 -0.1 0.397
H -4.49923 -0.94316 -2.00828 0.0 0.5 0.0 0.339
H 2.41960 -2.85322 -1.03218 0.5 0.2 -0.1 0.348
H 4.36391 -4.35612 -0.60600 0.1 0.0 0.0 0.412
H 6.68058 -3.50025 -0.91370 0.2 -0.2 0.0 0.390
H 7.07151 -1.18120 -1.71385 0.3 -0.2 0.1 0.412
H 5.13672 0.33562 -2.14365 0.1 -0.5 0.2 0.357
H 3.27960 2.38115 -0.31745 -0.3 0.0 -0.4 0.376
H 3.51661 4.68076 -1.23153 -0.1 -0.1 0.0 0.403
H 3.19601 5.12253 -3.65853 0.1 -0.2 0.3 0.420
H 2.93196 3.25441 -5.21832 0.1 0.1 0.2 0.486
H 2.60233 0.95212 -4.35309 -0.1 0.3 0.2 0.213
S -1.94208 2.12235 0.23913 -0.2 0.7 -0.5 -0.371
C -1.71132 1.02334 1.44051 1.2 -2.7 3.6 0.451
N -1.49547 0.26316 2.35146 -0.8 2.4 -3.3 -0.725
```
Forces are in eV/Å.

---

Entry 4:
Molecular formula: C6H11N
Method: DFT, ωB97M-V/def2-TZVPD

* charge: +1
* LUMO (spin up / spin down): -6.749 / -6.476 eV
* energy above the lowest of the compared OMol25 structures with the same formula, charge and spin: 130.8 kcal per mole
* E: -289.46023 Eh
* multiplicity: 2
* HOMO-LUMO gap (spin up / spin down): 6.99 / 8.99 eV

```
18
Properties=species:S:1:pos:R:3:forces:R:3:mulliken_spin:R:1
C 1.55651 1.31166 -0.83207 -1.1 -1.3 0.0 0.005
C 0.19913 0.86336 -1.49879 -0.4 -0.7 1.6 0.028
C 0.15611 -0.68558 -1.50388 1.8 0.3 -2.3 -0.016
C 0.14078 -1.19791 -0.14897 -1.8 -1.0 0.9 0.566
C -1.06810 -0.67454 0.58349 0.7 -2.2 1.7 -0.035
N -1.32986 -0.39767 1.94899 1.9 0.8 -3.0 0.442
C -0.20124 0.38153 1.94476 -0.3 -0.9 3.4 -0.112
H 1.50914 2.26475 -0.28999 0.2 -0.3 -0.5 0.001
H 2.28456 1.25507 -1.62052 0.5 0.8 -0.4 0.003
H 1.94405 0.48858 -0.18245 -0.5 0.7 0.1 -0.009
H 0.01576 1.29963 -2.46489 0.2 0.1 -0.4 -0.004
H -0.70797 1.04271 -0.90561 0.2 1.1 0.1 -0.002
H 1.16819 -0.94192 -1.94588 -1.5 -0.6 -0.1 0.006
H -0.74161 -1.11758 -2.06813 1.2 0.5 0.4 0.045
H 0.69182 -2.21868 -0.03542 -0.8 2.2 1.1 -0.004
H -2.01221 -0.73021 -0.01011 0.7 0.8 0.1 0.022
H -0.34704 1.44730 2.24198 0.0 -0.4 -1.0 0.016
H 0.80518 0.00285 2.37081 -1.1 0.0 -1.9 0.046
```
Forces are in eV/Å.

---

Entry 5:
Molecular formula: C3H10OS2
Method: DFT, ωB97M-V/def2-TZVPD

* charge: +1
* LUMO (spin up / spin down): -7.100 / -9.081 eV
* energy above the lowest of the compared OMol25 structures with the same formula, charge and spin: 51.0 kcal per mole
* E: -991.52552 Eh
* multiplicity: 2
* HOMO-LUMO gap (spin up / spin down): 8.14 / 5.40 eV

```
16
Properties=species:S:1:pos:R:3:forces:R:3:mulliken_spin:R:1
C 0.65991 1.87657 0.40370 0.7 2.0 0.4 0.032
C 0.86370 0.37922 0.34276 0.6 -0.6 0.5 -0.025
S 0.76689 -0.35912 -1.31393 -3.4 2.7 -0.4 0.591
S -1.42996 0.71185 -1.62183 3.1 -2.3 -0.3 0.361
C -2.16601 -0.15923 -0.27770 -1.0 -0.1 1.0 0.001
H 0.84006 2.20287 1.45022 0.3 -0.3 -0.5 -0.002
H -0.28523 2.41694 0.18864 0.0 -1.3 -0.2 -0.003
H 1.38650 2.40387 -0.25077 -0.2 -0.4 0.5 -0.002
H 1.90332 0.12372 0.69794 -1.0 0.2 -0.3 -0.004
H 0.16257 -0.17045 0.97667 0.3 -0.1 0.0 0.023
H -1.87035 0.21264 0.71002 0.3 -0.2 -0.3 0.015
H -3.22778 0.12765 -0.30191 0.0 -0.1 -0.3 0.001
H -2.10222 -1.26171 -0.36131 0.0 0.7 -0.1 0.001
H 1.94818 -2.24663 -0.24694 1.0 -0.5 0.6 0.000
H 0.85708 -3.11996 -0.44494 -0.1 -1.1 0.3 -0.006
O 1.69335 -3.13823 0.04937 -0.8 1.4 -0.8 0.015
```
Forces are in eV/Å.